## w
Molecular formula: C2H6N2O
Method: DFT, ωB97M-V with the def2-TZVPD basis set

Computed properties:
LUMO energy   0.88 eV
Structure (SMILES)   [H]/N=C/N(C)O

Atoms and positions in Å:
H (2.71798, -0.46906, 0.08879)
N (1.89610, 0.12934, -0.03593)
C (0.86127, -0.62930, 0.05664)
N (-0.36285, -0.06633, -0.26429)
C (-0.59344, 1.36666, 0.06994)
O (-1.49530, -0.84065, 0.15675)
H (0.78280, -1.70796, 0.32582)
H (0.39999, 1.88224, 0.01931)
H (-1.33954, 1.72905, -0.76654)
H (-1.08537, 1.48593, 1.15376)
H (-1.85312, -1.06018, -0.73302)

Okay, here come the Mulliken numbers, in e, for every atom: number 1, H, carries 0.24; number 2, N, carries -0.63; number 3, C, carries 0.07; number 4, N, carries -0.04; number 5, C, carries -0.73; number 6, O, carries -0.42; number 7, H, carries 0.34; number 8, H, carries 0.37; number 9, H, carries 0.22; number 10, H, carries 0.23; number 11, H, carries 0.36

=====

## x
Molecular formula: C2H6N2O
Method: DFT, ωB97M-V with the def2-TZVPD basis set

Computed properties:
LUMO energy   0.91 eV
Structure (SMILES)   CC(=O)NN

Atoms and positions in Å:
C (-1.00068, 1.21286, 0.04879)
C (-0.53575, -0.25048, -0.00870)
O (-1.47454, -0.96339, -0.09867)
N (0.84428, -0.58299, 0.13100)
N (1.87820, 0.27527, -0.10933)
H (-0.33486, 1.99067, 0.24594)
H (-1.62862, 1.37464, -0.82042)
H (-1.72905, 1.17194, 0.91755)
H (1.17324, -1.51608, 0.25814)
H (2.77541, -0.15280, 0.13157)
H (1.70142, 1.21854, -0.33565)

Okay, here come the Mulliken numbers, in e, for every atom: number 1, C, carries -0.92; number 2, C, carries 0.41; number 3, O, carries -0.54; number 4, N, carries 0.05; number 5, N, carries -0.48; number 6, H, carries 0.41; number 7, H, carries 0.25; number 8, H, carries 0.23; number 9, H, carries 0.20; number 10, H, carries 0.19; number 11, H, carries 0.19

=====

The least stable of them is w.

=====

## w
Molecular formula: C2H6N2O
Method: DFT, ωB97M-V with the def2-TZVPD basis set

Computed properties:
LUMO energy   0.58 eV

Atoms and positions in Å:
C (0.49498, 0.92074, -0.28015)
N (-1.14624, -0.10141, 0.56599)
C (1.10876, -0.20293, 0.26171)
O (-1.69179, -0.99282, -0.45739)
N (1.81510, -1.15652, 0.50068)
H (-2.15832, -0.43328, -1.09612)
H (-1.95613, 0.33758, 1.01711)
H (1.36271, -1.93912, 0.97608)
H (0.38207, 1.79167, 0.34938)
H (0.00851, 0.80449, -1.23959)
H (1.78037, 0.97158, -0.59769)

Okay, here come the Mulliken numbers, in e, for every atom: number 1, C, carries -0.36; number 2, N, carries -0.71; number 3, C, carries 0.51; number 4, O, carries -0.42; number 5, N, carries -0.45; number 6, H, carries 0.27; number 7, H, carries 0.15; number 8, H, carries 0.36; number 9, H, carries 0.26; number 10, H, carries 0.24; number 11, H, carries 0.14

=====

## x
Molecular formula: C2H6N2O
Method: DFT, ωB97M-V with the def2-TZVPD basis set

Computed properties:
LUMO energy   0.77 eV
Structure (SMILES)   [H]/N=C(\C)NO

Atoms and positions in Å:
H (1.26961, -0.80024, 1.81243)
N (0.73966, -0.02453, 1.87382)
C (0.18859, -0.01774, 0.67854)
C (0.38614, -1.03664, -0.60149)
N (-0.89838, 0.81929, 0.25467)
O (-0.46691, 1.57815, -0.93582)
H (0.82625, -2.09377, -0.42183)
H (-0.64700, -0.91539, -1.17152)
H (1.06693, -0.43645, -1.27947)
H (-1.17365, 1.47927, 1.14609)
H (-1.29125, 1.44805, -1.35544)

Okay, here come the Mulliken numbers, in e, for every atom: number 1, H, carries 0.27; number 2, N, carries -0.68; number 3, C, carries 0.39; number 4, C, carries -0.77; number 5, N, carries -0.30; number 6, O, carries -0.38; number 7, H, carries 0.32; number 8, H, carries 0.21; number 9, H, carries 0.27; number 10, H, carries 0.32; number 11, H, carries 0.34

=====

The least stable of them is w.

=====

## w
Molecular formula: C4H11N2
Method: DFT, ωB97M-V with the def2-TZVPD basis set

Computed properties:
LUMO energy   -4.80 eV
Net charge   +1

Atoms and positions in Å:
C (1.46319, 2.25831, 2.25175)
C (0.22404, -1.15351, 0.25935)
C (-1.68870, -1.47808, -1.12385)
C (-0.45423, 0.59198, -1.21391)
N (1.22488, 1.68189, 1.18872)
N (-0.59586, -0.59329, -0.75417)
H (0.81022, 3.03356, 2.67681)
H (2.24983, 1.89280, 2.92162)
H (0.66253, -2.16853, -0.01518)
H (0.92484, -0.43057, 0.57096)
H (-0.42340, -1.42854, 1.00880)
H (-1.35003, -2.33781, -1.72331)
H (-2.08116, -1.87125, -0.22752)
H (-2.41825, -0.96470, -1.71476)
H (0.29224, 1.35670, -0.84441)
H (-1.25544, 0.85856, -1.90198)
H (0.41243, 2.10513, 0.69721)

Okay, here come the Mulliken numbers, in e, for every atom: number 1, C, carries -0.31; number 2, C, carries -0.90; number 3, C, carries -0.80; number 4, C, carries -0.01; number 5, N, carries -0.43; number 6, N, carries 0.09; number 7, H, carries 0.22; number 8, H, carries 0.26; number 9, H, carries 0.29; number 10, H, carries 0.39; number 11, H, carries 0.42; number 12, H, carries 0.35; number 13, H, carries 0.33; number 14, H, carries 0.30; number 15, H, carries 0.36; number 16, H, carries 0.21; number 17, H, carries 0.21

=====

## x
Molecular formula: C4H11N2
Method: DFT, ωB97M-V with the def2-TZVPD basis set

Computed properties:
LUMO energy   -3.36 eV
Net charge   +1
Structure (SMILES)   CN1CC[NH2+]C1

Atoms and positions in Å:
C (0.54953, 0.83268, 1.82268)
N (0.28853, 0.12479, 0.60284)
C (-1.07040, 0.36120, 0.15477)
C (-1.10180, -0.75943, -0.93653)
N (0.37470, -1.02941, -1.21577)
C (1.10461, 0.19184, -0.53250)
H (1.55179, 0.69291, 2.13199)
H (0.28878, 1.92249, 1.86367)
H (-0.10151, 0.23932, 2.54960)
H (-1.15697, 1.30146, -0.35704)
H (-1.65106, 0.20693, 1.08840)
H (-1.63169, -1.66053, -0.56750)
H (-1.67121, -0.41569, -1.83688)
H (0.71015, -1.98464, -1.10760)
H (0.54575, -0.92994, -2.27441)
H (0.91962, 1.03041, -1.15854)
H (2.05120, -0.12439, -0.22719)

Okay, here come the Mulliken numbers, in e, for every atom: number 1, C, carries -0.90; number 2, N, carries -0.13; number 3, C, carries -0.58; number 4, C, carries -0.46; number 5, N, carries -0.20; number 6, C, carries -0.52; number 7, H, carries 0.36; number 8, H, carries 0.31; number 9, H, carries 0.33; number 10, H, carries 0.31; number 11, H, carries 0.38; number 12, H, carries 0.31; number 13, H, carries 0.30; number 14, H, carries 0.35; number 15, H, carries 0.37; number 16, H, carries 0.35; number 17, H, carries 0.43

=====

## y
Molecular formula: C4H11N2
Method: DFT, ωB97M-V with the def2-TZVPD basis set

Computed properties:
LUMO energy   -3.45 eV
Net charge   +1

Atoms and positions in Å:
C (-2.11308, 0.01274, 0.67060)
C (-2.22588, -1.14180, -0.01150)
C (0.88451, 0.76300, -1.59212)
C (1.31510, -0.58719, 0.30123)
N (2.05863, -0.39403, 1.33265)
N (0.55042, 0.50784, -0.17427)
H (-2.43478, 0.89717, 0.13522)
H (-1.46421, 0.07075, 1.53678)
H (-2.74922, -1.33004, -0.86960)
H (0.03185, 1.28761, -2.06632)
H (1.76074, 1.41024, -1.53670)
H (1.11970, -0.13607, -2.09422)
H (-1.77890, -2.05031, 0.39686)
H (2.15804, 0.44785, 1.77975)
H (2.53496, -1.24483, 1.77044)
H (0.84351, 1.33032, 0.47263)
H (-0.49138, 0.15676, -0.05142)

Okay, here come the Mulliken numbers, in e, for every atom: number 1, C, carries -0.64; number 2, C, carries -0.41; number 3, C, carries -0.84; number 4, C, carries -0.33; number 5, N, carries -0.19; number 6, N, carries 0.00; number 7, H, carries 0.34; number 8, H, carries 0.36; number 9, H, carries 0.31; number 10, H, carries 0.35; number 11, H, carries 0.37; number 12, H, carries 0.36; number 13, H, carries 0.25; number 14, H, carries 0.16; number 15, H, carries 0.33; number 16, H, carries 0.39; number 17, H, carries 0.19

=====

The least stable of them is y.

=====

## w
Molecular formula: C4H11N2
Method: DFT, ωB97M-V with the def2-TZVPD basis set

Computed properties:
LUMO energy   -4.23 eV
Net charge   +1

Atoms and positions in Å:
C (-1.69135, 0.36333, -1.97346)
C (1.01284, -0.91503, 0.45929)
C (0.66688, -1.48193, 1.75126)
C (-1.05685, 1.97933, -0.41370)
N (-0.94883, 0.67509, -1.00925)
N (2.20297, -0.94960, -0.01694)
H (-2.43215, 1.03226, -2.41019)
H (-1.59707, -0.61977, -2.41043)
H (0.13595, -2.42149, 1.55772)
H (-0.05244, -0.85400, 2.27544)
H (1.52713, -1.69677, 2.38252)
H (-1.80176, 2.61299, -0.90122)
H (-1.32030, 1.85688, 0.63722)
H (-0.08112, 2.46344, -0.46193)
H (2.42579, -0.57984, -0.93631)
H (0.21791, -0.41211, -0.14968)
H (2.97748, -1.35729, 0.50553)

Okay, here come the Mulliken numbers, in e, for every atom: number 1, C, carries -0.27; number 2, C, carries 0.44; number 3, C, carries -1.16; number 4, C, carries -0.94; number 5, N, carries -0.30; number 6, N, carries -0.24; number 7, H, carries 0.22; number 8, H, carries 0.25; number 9, H, carries 0.32; number 10, H, carries 0.31; number 11, H, carries 0.40; number 12, H, carries 0.33; number 13, H, carries 0.29; number 14, H, carries 0.30; number 15, H, carries 0.28; number 16, H, carries 0.50; number 17, H, carries 0.27

=====

## x
Molecular formula: C4H11N2
Method: DFT, ωB97M-V with the def2-TZVPD basis set

Computed properties:
LUMO energy   -3.83 eV
Net charge   +1

Atoms and positions in Å:
C (1.00081, -1.42459, 0.95074)
N (0.29935, -0.44556, 1.74729)
H (1.99794, -1.18134, 0.61952)
H (0.66783, -2.44396, 1.05382)
H (-0.67957, -0.42913, 1.44604)
H (0.63062, 0.40129, 1.27172)
N (0.25128, -1.14884, -0.85308)
C (0.05192, 0.25068, -1.32467)
C (-0.72740, 2.01607, 0.20353)
C (-1.04541, 1.05431, -0.68270)
H (1.02626, -1.46464, -1.42650)
H (-0.62331, -1.65120, -0.78536)
H (-0.13985, 0.15123, -2.40234)
H (0.99795, 0.80375, -1.34968)
H (-1.19406, 2.14214, 1.18028)
H (0.11030, 2.67151, -0.01829)
H (-2.07496, 0.79297, -0.89167)

Okay, here come the Mulliken numbers, in e, for every atom: number 1, C, carries -0.23; number 2, N, carries -0.52; number 3, H, carries 0.35; number 4, H, carries 0.37; number 5, H, carries 0.33; number 6, H, carries 0.34; number 7, N, carries -0.42; number 8, C, carries -0.64; number 9, C, carries -0.82; number 10, C, carries -0.23; number 11, H, carries 0.33; number 12, H, carries 0.33; number 13, H, carries 0.37; number 14, H, carries 0.39; number 15, H, carries 0.36; number 16, H, carries 0.34; number 17, H, carries 0.34

=====

The least stable of them is x.

=====

## w
Molecular formula: C4H11N2
Method: DFT, ωB97M-V with the def2-TZVPD basis set

Computed properties:
LUMO energy   -3.61 eV
Net charge   +1
Structure (SMILES)   CC/C([NH3+])=C/N

Atoms and positions in Å:
C (2.17952, -0.56486, -0.02368)
C (1.36812, 0.85100, 0.08181)
C (-0.06076, 0.44445, -0.06143)
N (-0.69868, 0.18912, -1.49877)
C (-0.78475, -0.05581, 0.97116)
N (-2.05866, -0.61166, 0.87386)
H (1.85216, -1.32788, 0.74696)
H (1.92304, -1.04514, -0.98997)
H (3.26366, -0.42563, -0.06024)
H (1.66499, 1.47123, 0.94512)
H (1.64857, 1.34311, -0.89574)
H (0.10435, 0.62007, -2.04530)
H (-0.62643, -0.79693, -1.71942)
H (-1.47000, 0.83588, -1.58385)
H (-0.20738, -0.32174, 1.91467)
H (-2.93703, -0.10008, 0.73129)
H (-2.12740, -1.34383, 1.52375)

Okay, here come the Mulliken numbers, in e, for every atom: number 1, C, carries -0.88; number 2, C, carries -0.63; number 3, C, carries -0.17; number 4, N, carries -0.28; number 5, C, carries 0.02; number 6, N, carries -0.49; number 7, H, carries 0.30; number 8, H, carries 0.29; number 9, H, carries 0.35; number 10, H, carries 0.33; number 11, H, carries 0.24; number 12, H, carries 0.39; number 13, H, carries 0.36; number 14, H, carries 0.36; number 15, H, carries 0.36; number 16, H, carries 0.23; number 17, H, carries 0.22

=====

## x
Molecular formula: C4H11N2
Method: DFT, ωB97M-V with the def2-TZVPD basis set

Computed properties:
LUMO energy   -4.44 eV
Net charge   +1
Structure (SMILES)   CCCNC=[NH2+]

Atoms and positions in Å:
C (0.14177, 2.06959, 0.03708)
C (1.09014, 1.27960, -0.86214)
C (0.54056, -0.14219, -1.14950)
N (0.27038, -1.00601, 0.06067)
C (-0.87863, -1.49498, 0.38004)
N (-1.15420, -2.13111, 1.52663)
H (0.18235, 1.71102, 1.07223)
H (-0.91256, 1.77885, -0.16305)
H (0.24424, 3.14261, 0.03387)
H (2.14144, 1.17326, -0.40056)
H (1.16962, 1.83591, -1.79250)
H (1.29056, -0.69660, -1.74257)
H (-0.51001, -0.13531, -1.43096)
H (0.90740, -0.99916, 0.86098)
H (-1.68719, -1.58044, -0.40869)
H (-1.56833, -3.06362, 1.52237)
H (-1.26753, -1.74144, 2.45610)

Okay, here come the Mulliken numbers, in e, for every atom: number 1, C, carries -1.06; number 2, C, carries -0.31; number 3, C, carries -0.58; number 4, N, carries -0.07; number 5, C, carries 0.19; number 6, N, carries -0.41; number 7, H, carries 0.28; number 8, H, carries 0.29; number 9, H, carries 0.34; number 10, H, carries 0.31; number 11, H, carries 0.31; number 12, H, carries 0.26; number 13, H, carries 0.38; number 14, H, carries 0.29; number 15, H, carries 0.26; number 16, H, carries 0.26; number 17, H, carries 0.25

=====

## y
Molecular formula: C4H11N2
Method: DFT, ωB97M-V with the def2-TZVPD basis set

Computed properties:
LUMO energy   -2.92 eV
Net charge   +1
Structure (SMILES)   C[N@@H+]1CC[C@H]1N

Atoms and positions in Å:
C (-0.16805, -0.75464, -1.78359)
N (-0.30078, -0.53608, -0.34686)
C (-1.35178, 0.40949, 0.12600)
C (-0.38641, 1.09261, 1.09417)
C (0.79164, 0.36233, 0.44408)
N (1.68842, -0.28138, 1.22816)
H (-0.14087, 0.20361, -2.30052)
H (0.75971, -1.28958, -1.99059)
H (-1.00647, -1.33719, -2.16387)
H (-0.38608, -1.44133, 0.11989)
H (-2.21771, -0.08046, 0.56600)
H (-1.67846, 1.04928, -0.69264)
H (-0.33958, 2.17465, 1.04625)
H (-0.52689, 0.79491, 2.13015)
H (1.35092, 1.01548, -0.39109)
H (1.37784, -0.72193, 2.07899)
H (2.53455, -0.65976, 0.83547)

Okay, here come the Mulliken numbers, in e, for every atom: number 1, C, carries -0.96; number 2, N, carries 0.01; number 3, C, carries -0.52; number 4, C, carries -0.44; number 5, C, carries -0.08; number 6, N, carries -0.45; number 7, H, carries 0.38; number 8, H, carries 0.37; number 9, H, carries 0.37; number 10, H, carries 0.41; number 11, H, carries 0.32; number 12, H, carries 0.29; number 13, H, carries 0.27; number 14, H, carries 0.28; number 15, H, carries 0.33; number 16, H, carries 0.22; number 17, H, carries 0.23

=====

The least stable of them is w.